C53H45N3O2S5Sb2Sn | ωB97M-V/def2-TZVPD

Each line ends with the Mulliken charge.
Geometry (Å):
Sn 1.377 -2.029 0.095  2.13
C 4.091 -5.118 2.056  -0.73
O 3.071 -5.859 1.320  -0.39
C 2.119 -4.972 1.070  -0.04
N 2.179 -3.837 1.655  -0.32
C 3.279 -3.968 2.647  -0.04
C 3.974 -2.674 2.974  0.07
C 5.348 -2.515 2.877  -0.42
C 5.944 -1.325 3.278  -0.74
C 5.173 -0.296 3.792  -0.73
C 3.798 -0.458 3.910  -0.48
C 3.206 -1.639 3.503  -0.24
C 1.031 -5.369 0.150  0.47
C 0.859 -6.674 -0.282  -0.69
C -0.215 -6.944 -1.117  -0.62
C -1.042 -5.907 -1.519  -0.92
C -0.754 -4.626 -1.066  -0.01
N 0.239 -4.370 -0.223  0.15
C -1.471 -3.442 -1.592  0.11
N -1.018 -2.251 -1.589  0.10
C -1.947 -1.463 -2.409  -0.75
C -3.185 -2.366 -2.484  -0.42
O -2.652 -3.675 -2.185  -0.42
C -2.192 -0.036 -1.926  -0.10
C -1.092 0.949 -2.293  -1.50
C -1.520 2.395 -2.108  0.20
C -2.823 2.666 -1.372  -0.48
C -4.017 1.812 -1.860  -1.31
C -3.455 0.593 -2.588  0.36
H 4.846 -4.793 1.338  0.44
H 4.523 -5.788 2.791  0.29
H 2.811 -4.318 3.576  0.53
H 5.972 -3.308 2.483  0.43
H 7.015 -1.207 3.187  0.44
H 5.643 0.625 4.110  0.43
H 3.193 0.339 4.329  0.52
H 2.135 -1.784 3.616  0.48
H 1.548 -7.445 0.033  0.58
H -0.393 -7.951 -1.469  0.48
H -1.875 -6.073 -2.186  0.55
H -1.496 -1.375 -3.405  0.84
H -3.657 -2.403 -3.462  0.18
H -3.932 -2.130 -1.719  0.40
H -0.054 0.651 -2.181  1.09
H -0.720 3.115 -1.954  -0.71
H -3.048 3.734 -1.372  1.06
H -4.737 2.312 -2.508  0.76
H -4.244 -0.142 -2.756  1.18
S 8.435 -2.829 -1.429  -0.17
C 6.852 -2.475 -1.300  0.05
S 6.234 -1.067 -0.493  0.03
C 4.531 -1.411 -0.687  -0.37
C 4.230 -2.522 -1.380  0.27
S 2.623 -3.116 -1.745  -0.55
S 5.584 -3.483 -1.937  -0.06
S 3.360 -0.375 0.083  -0.39
C -0.826 -0.589 3.175  -1.25
C -2.343 -0.361 3.108  -0.66
C -2.976 -0.821 1.795  -1.07
Sb -1.980 0.269 0.241  1.09
C -1.560 1.769 -3.480  0.69
C -0.604 2.121 -4.552  -1.24
C -0.650 1.437 -5.696  -0.44
C -1.641 0.372 -5.887  -0.85
C -2.672 0.220 -5.054  -1.09
C -2.889 1.177 -3.913  -0.20
C -3.084 2.088 0.066  1.32
C -3.025 3.008 1.239  -1.38
C -4.117 3.674 1.615  -0.64
C -5.402 3.508 0.922  -0.83
C -5.585 2.567 0.000  -1.39
C -4.494 1.623 -0.408  0.54
Sb 0.359 0.598 1.792  0.09
C -0.009 2.530 2.814  -0.16
C 0.422 3.688 2.291  0.99
C 0.541 4.936 2.833  -0.70
C 0.166 4.997 4.173  -0.76
C -0.292 3.855 4.823  -0.94
C -0.383 2.635 4.161  -0.41
C 0.984 3.872 -0.041  1.02
C 0.169 4.820 -0.601  -0.66
C 0.459 5.134 -1.925  -0.35
C 1.518 4.509 -2.575  -0.75
C 2.301 3.562 -1.926  -0.49
C 2.048 3.224 -0.598  -0.79
H -0.578 -1.623 2.927  0.58
H -0.438 -0.396 4.176  0.79
H -2.584 0.693 3.280  0.19
H -2.808 -0.919 3.927  0.56
H -4.040 -0.594 1.750  0.60
H -2.828 -1.887 1.623  0.61
H 0.137 2.890 -4.369  0.28
H 0.047 1.643 -6.497  0.48
H -1.538 -0.273 -6.750  0.49
H -3.440 -0.521 -5.249  0.56
H -3.583 1.952 -4.262  0.80
H -2.083 3.158 1.752  0.43
H -4.075 4.366 2.446  0.53
H -6.217 4.164 1.200  0.42
H -6.551 2.435 -0.475  0.47
H -4.804 0.597 -0.163  0.17
H 0.745 3.593 1.092  -0.25
H 0.901 5.800 2.293  0.59
H 0.239 5.940 4.696  0.46
H -0.583 3.918 5.864  0.48
H -0.759 1.768 4.687  0.37
H -0.654 5.281 -0.072  0.57
H -0.148 5.869 -2.435  0.41
H 1.741 4.770 -3.600  0.53
H 3.126 3.081 -2.433  0.51
H 2.652 2.489 -0.077  0.67

Computed properties:
E_HOMO = -10.754 eV
multiplicity = 1
total charge = +2
ΔE to the lowest compared entry with this formula, charge and spin = 5.3035 eV

=====

C4H2N2 | ωB97M-V/def2-TZVPD

Each line ends with the Mulliken charge.
Geometry (Å):
C -0.222 -1.041 -0.974  0.18
C -0.612 -0.918 0.355  -0.12
C -0.177 0.070 1.217  -0.49
C 0.392 1.117 0.770  0.47
H -1.320 -1.695 0.604  0.35
H -0.624 0.182 2.089  0.41
N -0.308 -1.223 -2.170  -0.39
N 1.117 2.101 0.613  -0.41

Computed properties:
E_HOMO = -10.343 eV
multiplicity = 1
SMILES string = N#C/C=C\C#N
ΔE to the lowest compared entry with this formula, charge and spin = 1.7660 eV

=====

C16H16N2O2 | ωB97M-V/def2-TZVPD

Each line ends with the Mulliken charge.
Geometry (Å):
N -6.640 3.794 -1.340  -0.45
C -5.687 3.262 -0.938  0.04
O -4.561 2.106 0.904  -0.34
O 2.651 -1.794 0.681  -0.45
C -3.396 1.404 1.078  -0.62
C -4.575 2.546 -0.385  0.24
C -3.512 2.031 -1.077  -0.65
C -2.761 1.268 -0.125  0.85
C -1.321 0.111 -1.765  -1.22
C -0.192 -0.645 -2.095  -0.96
C -0.610 0.118 0.546  -0.31
C -1.531 0.477 -0.432  0.64
C 0.707 -1.029 -1.149  0.30
C 0.510 -0.623 0.184  0.42
N 1.832 -1.765 -1.504  -0.26
C 3.847 -0.409 -0.936  -1.33
C 0.905 -1.946 2.300  -1.52
C 2.094 0.234 1.998  -1.34
C 3.019 -1.640 -0.674  0.17
C 1.558 -1.010 1.237  1.46
H -3.105 0.880 1.984  0.48
H -3.249 2.243 -2.126  0.35
H -1.971 0.481 -2.558  0.23
H -0.068 -0.900 -3.161  0.28
H -0.735 0.458 1.571  0.28
H 2.020 -1.814 -2.490  0.27
H 4.418 -0.591 -1.872  0.41
H 4.524 -0.261 -0.108  0.35
H 3.228 0.468 -1.038  0.30
H 0.109 -1.447 2.926  0.28
H 0.402 -2.774 1.771  0.39
H 1.640 -2.376 2.986  0.41
H 1.307 0.829 2.491  0.33
H 2.672 0.899 1.317  0.29
H 2.802 -0.112 2.759  0.40
H 3.669 -2.473 -0.957  0.30

Computed properties:
E_HOMO = -7.982 eV
multiplicity = 1
SMILES string = C[C@@H]1Nc2ccc(-c3coc(C#N)c3)cc2C(C)(C)O1
ΔE to the lowest compared entry with this formula, charge and spin = 2.4830 eV

=====

C4H5BrFI | ωB97M-V/def2-TZVPD

Each line ends with the Mulliken charge.
Geometry (Å):
C 0.617 -0.222 0.195  0.04
C -0.599 0.262 0.100  -0.39
C 1.913 0.598 0.277  -1.15
C -1.743 -0.753 -0.458  0.01
F -1.225 -1.958 -0.825  -0.24
Br -3.297 -1.142 0.655  -0.11
I -1.257 2.254 0.289  0.12
H 0.662 -1.242 0.064  0.47
H 2.081 0.964 1.358  0.28
H 2.058 1.462 -0.474  0.31
H 2.801 -0.026 0.209  0.34
H -2.013 -0.195 -1.391  0.34

Computed properties:
E_HOMO = -9.437 eV
multiplicity = 1
SMILES string = C/C=C(\I)[C@@H](F)Br
ΔE to the lowest compared entry with this formula, charge and spin = 0.0000 eV

=====

C33H76FNO8 | ωB97M-V/def2-TZVPD

Each line ends with the Mulliken charge.
Geometry (Å):
C 4.686 -2.144 -1.620  -0.50
N 3.808 -3.281 -1.247  -0.28
C 3.069 -3.870 -2.385  -0.60
C 1.512 -3.544 -2.466  0.59
C 0.839 -2.454 -1.525  -0.57
C -0.623 -2.503 -2.161  0.18
C -1.797 -1.600 -1.563  -0.90
C -1.224 -0.111 -1.267  0.71
C -0.434 0.492 -2.523  -0.86
F -2.340 0.794 -1.040  -0.39
C -0.785 -4.102 -2.181  0.24
O -1.841 -4.728 -2.027  -0.58
O 0.538 -4.635 -2.404  -0.41
H 5.119 -2.243 -2.682  0.05
H 4.180 -1.120 -1.575  0.22
H 5.613 -2.101 -0.937  0.29
H 3.230 -3.095 -0.424  0.27
H 3.531 -3.532 -3.383  0.21
H 3.198 -5.007 -2.328  0.22
H 1.356 -3.080 -3.514  0.10
H 1.350 -1.464 -1.314  0.30
H 0.721 -3.003 -0.520  0.15
H -0.594 -2.231 -3.267  0.26
H -2.568 -1.462 -2.408  0.35
H -2.352 -2.066 -0.689  0.25
H -0.584 -0.203 -0.323  0.02
H 0.631 0.063 -2.619  0.20
H -0.941 0.241 -3.524  0.11
H -0.288 1.626 -2.393  0.36
C 8.702 -2.673 -5.819  -1.08
C 7.913 -1.654 -5.017  -0.27
O 8.202 -1.677 -3.626  -0.38
C 9.545 -1.395 -3.255  -0.33
C 10.015 -0.014 -3.678  -1.03
H 8.566 -3.677 -5.408  0.30
H 8.377 -2.671 -6.862  0.39
H 9.772 -2.456 -5.803  0.26
H 6.847 -1.884 -5.112  0.30
H 8.048 -0.644 -5.417  0.29
H 10.214 -2.172 -3.638  0.29
H 9.583 -1.461 -2.166  0.31
H 10.050 0.086 -4.765  0.26
H 11.019 0.181 -3.293  0.39
H 9.337 0.756 -3.300  0.28
C 0.152 -0.951 5.571  -0.70
C -0.074 -0.104 4.331  -0.33
O 0.725 -0.495 3.222  -0.48
C 0.529 -1.818 2.742  -0.19
C -0.885 -2.085 2.257  -1.08
H 1.212 -0.968 5.839  0.31
H -0.419 -0.554 6.413  0.41
H -0.161 -1.985 5.413  -0.03
H 0.203 0.930 4.558  0.33
H -1.132 -0.087 4.051  0.24
H 0.828 -2.546 3.503  0.33
H 1.219 -1.945 1.903  0.07
H -1.609 -2.026 3.073  0.41
H -0.955 -3.085 1.821  0.44
H -1.181 -1.352 1.502  0.26
C -5.155 1.509 6.415  -1.15
C -4.121 0.397 6.409  -0.01
O -3.369 0.314 7.613  -0.42
C -4.104 0.054 8.801  -0.34
C -4.851 -1.268 8.776  -0.88
H -4.688 2.468 6.650  0.30
H -5.640 1.582 5.439  0.40
H -5.932 1.332 7.161  0.29
H -3.400 0.593 5.610  0.09
H -4.580 -0.571 6.181  0.30
H -4.783 0.885 9.017  0.32
H -3.374 0.030 9.615  0.33
H -5.633 -1.276 8.014  0.27
H -5.325 -1.456 9.743  0.39
H -4.168 -2.092 8.553  0.13
C 0.744 -7.455 7.393  -1.02
C 0.628 -5.970 7.687  -0.35
O 0.325 -5.185 6.542  -0.39
C -0.902 -5.472 5.885  -0.21
C -2.123 -5.272 6.766  -1.12
H 1.469 -7.634 6.594  0.29
H 1.063 -7.996 8.286  0.39
H -0.210 -7.877 7.069  0.26
H 1.592 -5.610 8.059  0.31
H -0.101 -5.780 8.481  0.31
H -0.881 -6.483 5.466  0.35
H -0.967 -4.786 5.037  0.20
H -2.138 -5.976 7.602  0.28
H -3.039 -5.422 6.188  0.41
H -2.134 -4.264 7.187  0.29
C -1.146 5.099 -5.287  -0.79
C -0.683 3.851 -6.018  -0.48
O -1.287 2.656 -5.540  -0.40
C -2.701 2.576 -5.646  -0.20
C -3.209 2.666 -7.075  -1.14
H -1.000 4.992 -4.210  0.25
H -0.588 5.972 -5.634  0.43
H -2.207 5.294 -5.455  0.14
H 0.393 3.734 -5.863  0.32
H -0.832 3.947 -7.098  0.31
H -3.173 3.335 -5.013  0.29
H -2.986 1.606 -5.232  0.31
H -3.000 3.642 -7.518  0.25
H -4.291 2.512 -7.105  0.40
H -2.729 1.911 -7.703  0.32
C -3.988 9.868 -5.704  -1.08
C -4.225 8.485 -5.123  -0.31
O -3.142 8.004 -4.339  -0.36
C -2.801 8.772 -3.193  -0.33
C -3.929 8.886 -2.181  -1.07
H -3.054 9.893 -6.272  0.30
H -4.810 10.149 -6.365  0.39
H -3.915 10.626 -4.922  0.26
H -4.346 7.775 -5.947  0.32
H -5.155 8.452 -4.547  0.31
H -2.441 9.761 -3.493  0.31
H -1.957 8.263 -2.722  0.31
H -4.780 9.439 -2.585  0.26
H -3.585 9.410 -1.286  0.39
H -4.289 7.895 -1.893  0.29

Computed properties:
E_HOMO = -8.707 eV
multiplicity = 1
SMILES string = CNC[C@@H]1C[C@H](C[C@@H](C)F)C(=O)O1.CCOCC.CCOCC.CCOCC.CCOCC.CCOCC.CCOCC

=====

C4H13N3 | ωB97M-V/def2-TZVPD

Each line ends with the Mulliken charge.
Geometry (Å):
C 1.098 0.978 -0.185  -0.59
N 0.156 -0.101 -0.528  -0.43
C -0.033 -1.046 0.579  -0.68
C -0.693 -2.332 0.078  -0.41
N -1.530 -2.887 1.138  -0.62
C 0.841 2.225 -1.030  -0.52
N 0.181 3.295 -0.276  -0.55
H 2.100 0.644 -0.459  0.28
H 1.152 1.172 0.896  0.42
H -0.743 0.365 -0.635  0.26
H -0.706 -0.627 1.338  0.33
H 0.920 -1.251 1.061  0.44
H -1.310 -2.073 -0.775  0.36
H 0.097 -3.012 -0.269  0.22
H -1.932 -3.783 0.896  0.23
H -0.969 -3.048 1.967  0.20
H 0.289 1.952 -1.925  0.33
H 1.792 2.600 -1.412  0.30
H -0.259 3.960 -0.893  0.20
H -0.451 2.968 0.436  0.20

Computed properties:
E_HOMO = -8.885 eV
multiplicity = 1
SMILES string = NCCNCCN
ΔE to the lowest compared entry with this formula, charge and spin = 0.9692 eV

=====

C17H26F16O5P2S | ωB97M-V/def2-TZVPD

Each line ends with the Mulliken charge.
Geometry (Å):
C 1.318 -1.352 -0.558  -1.22
C 2.499 -0.359 -0.658  0.03
C 2.493 0.521 -1.914  -0.82
O 1.879 1.803 -1.700  -0.29
C 0.504 1.752 -1.953  -0.18
P -0.266 3.408 -1.632  -0.21
O -1.815 3.052 -1.265  -0.27
C -2.229 2.040 -0.314  -0.71
C -3.251 1.095 -0.935  0.72
C -3.771 0.136 0.154  -1.27
O -2.716 0.344 -2.028  -0.61
P 0.639 3.840 0.361  0.16
S 0.982 2.429 1.680  -0.37
H 0.580 -1.005 0.178  0.26
H 1.650 -2.350 -0.250  0.34
H 0.783 -1.443 -1.515  0.29
H 2.451 0.307 0.213  0.06
H 3.443 -0.917 -0.624  0.41
H 1.970 0.008 -2.739  0.47
H 3.513 0.731 -2.264  0.38
H 0.306 1.533 -3.020  0.52
H 0.020 0.969 -1.344  0.09
H -2.724 2.559 0.520  0.41
H -1.375 1.503 0.112  0.23
H -4.074 1.726 -1.309  0.20
H -4.813 0.338 0.417  0.28
H -3.144 0.211 1.053  0.40
H -3.664 -0.889 -0.216  0.26
H -1.851 0.686 -2.273  0.30
H 1.788 4.563 0.006  0.06
H -0.233 4.842 0.819  0.12
C 8.011 1.094 -0.215  -0.72
C 8.519 1.843 -1.454  0.89
C 9.231 3.188 -1.255  0.06
F 8.441 4.082 -0.634  -0.21
F 9.557 3.679 -2.470  -0.26
F 7.532 1.969 -2.362  -0.26
F 9.482 1.033 -1.994  -0.33
O 6.652 1.228 0.158  -0.33
C 6.179 2.241 0.953  0.75
C 5.203 3.173 0.214  0.65
F 5.752 3.652 -0.921  -0.24
F 4.914 4.216 1.025  -0.28
F 7.175 2.927 1.542  -0.31
F 5.451 1.661 1.935  -0.29
H 8.096 0.044 -0.495  0.39
H 8.677 1.255 0.634  0.32
H 10.146 3.046 -0.674  0.29
H 4.289 2.640 -0.027  -0.12
C -8.330 -4.194 1.489  -0.75
C -7.747 -2.841 1.059  0.90
C -6.748 -2.813 -0.105  0.12
F -5.665 -3.570 0.149  -0.23
F -6.339 -1.537 -0.279  -0.24
F -7.235 -2.191 2.122  -0.27
F -8.814 -2.118 0.601  -0.33
O -7.743 -4.875 2.584  -0.39
C -6.668 -5.713 2.466  0.80
C -5.420 -5.194 3.205  0.19
F -5.106 -3.945 2.819  -0.20
F -4.383 -6.010 2.912  -0.26
F -6.395 -6.019 1.186  -0.29
F -6.998 -6.867 3.096  -0.30
H -9.327 -3.944 1.850  0.39
H -8.454 -4.852 0.628  0.35
H -7.225 -3.161 -1.024  0.29
H -5.603 -5.206 4.281  0.24

Computed properties:
E_HOMO = -8.411 eV
multiplicity = 1
SMILES string = CCCOCP(OC[C@H](C)O)[PH2]=S.FC(F)C(F)(F)COC(F)(F)C(F)F.FC(F)C(F)(F)COC(F)(F)C(F)F

=====

Record order is preserved below.
E: -5046.4264 -263.0202 -879.2509 -3126.9352 -2059.2892 -324.4393 -3718.2972 a.u.
Record order is preserved below.
Strongest force on any atom: 0.81 16.19 2.61 3.46 4.30 0.89 0.97 eV/A